[1]
{
  "formula": "C4H9NO2S",
  "method": "ωB97M-V/def2-TZVPD",
  "relative_energy_kj_mol": 365.31,
  "orbital_gap_ha": 0.3093,
  "elements": ["C", "C", "C", "C", "N", "O", "O", "S", "H", "H", "H", "H", "H", "H", "H", "H", "H"],
  "positions_angstrom": [[2.095042, -1.043863, -2.353430], [0.667889, 1.465483, 0.982824], [-1.446940, 1.160587, -0.270379], [-0.126320, -0.692612, 0.292176], [-0.240410, 0.631783, 0.176468], [2.476116, -2.029883, -2.756085], [1.767295, -0.028223, -1.898723], [1.273925, -1.388206, 1.018183], [0.253497, 2.507904, 0.919023], [0.520338, 1.208624, 2.001398], [1.680914, 1.396440, 0.684513], [-1.432555, 1.617817, -1.324065], [-2.099351, 0.330929, -0.352207], [-2.108232, 1.818677, 0.245236], [-1.944754, -2.343492, 0.788253], [-2.262784, -1.903816, 1.293116], [0.926330, -2.708148, 0.553698]],
  "atomic_forces_ev_per_a": [[-0.586, 2.691, 1.473], [-2.369, 2.090, -0.785], [-2.200, 0.528, -3.760], [-0.519, 0.388, -1.564], [2.704, -1.448, 2.937], [0.798, -2.749, -1.262], [-0.111, 0.173, -0.379], [-0.541, -1.408, -0.698], [0.932, -0.674, -0.131], [0.240, -0.466, 1.096], [0.943, -0.055, -0.411], [0.546, -0.575, 1.273], [-0.609, -1.085, -0.539], [0.628, 1.020, 1.620], [-0.159, -0.007, 0.098], [-0.230, -0.229, 0.119], [0.534, 1.805, 0.912]]
}

[2]
{
  "formula": "C31H39N3OSn",
  "method": "ωB97M-V/def2-TZVPD",
  "charge": -2,
  "orbital_gap_ha": [0.1015, 0.1259],
  "elements": ["Sn", "N", "N", "C", "C", "C", "C", "H", "H", "H", "C", "C", "H", "H", "H", "C", "C", "H", "H", "H", "C", "H", "H", "H", "C", "H", "H", "H", "C", "H", "C", "H", "C", "H", "C", "H", "C", "C", "H", "C", "C", "H", "C", "H", "N", "C", "C", "C", "H", "C", "C", "H", "H", "H", "C", "H", "C", "C", "H", "H", "H", "C", "H", "H", "H", "C", "C", "C", "O", "H", "H", "H", "H", "H", "H"],
  "positions_angstrom": [[0.122590, -0.221189, 0.221565], [0.853099, -3.164483, 4.209142], [-0.242897, -3.068095, -1.530431], [1.221675, 2.038034, 0.405218], [2.369175, 1.215080, 0.773583], [2.192460, 0.815289, 2.131489], [3.075231, -0.087532, 2.896527], [4.025185, -0.252114, 2.377255], [2.590701, -1.111918, 3.025885], [3.273290, 0.325679, 3.895575], [0.972563, 1.378011, 2.625304], [0.442629, 1.193776, 3.996959], [0.975089, 1.873093, 4.683860], [0.587818, 0.170648, 4.375251], [-0.627426, 1.433505, 4.071375], [0.390457, 2.180367, 1.589997], [-0.762339, 3.109360, 1.720086], [-1.579572, 2.674729, 2.316118], [-1.178393, 3.400093, 0.743535], [-0.451352, 4.042408, 2.225325], [3.583335, 1.041251, -0.066410], [4.269967, 1.888658, 0.120420], [3.356021, 1.054044, -1.142013], [4.131551, 0.115520, 0.161949], [1.084078, 2.803641, -0.873447], [0.040940, 3.102862, -1.060142], [1.411160, 2.196298, -1.731214], [1.700987, 3.722493, -0.867049], [-0.111225, -3.755886, 4.946897], [0.042013, -3.790019, 6.050537], [-1.307507, -4.334754, 4.403206], [-2.049621, -4.854082, 5.047516], [-1.475458, -4.244982, 2.987376], [-2.335936, -4.726951, 2.472532], [-0.556630, -3.465212, 2.222288], [-0.596404, -3.260052, 1.125419], [0.520521, -2.708241, 2.904951], [1.332059, -1.600946, 2.354341], [1.958942, -2.274220, 1.495830], [-0.186821, -1.715654, -1.518434], [0.570465, -3.514216, -2.534326], [1.169849, -4.399841, -2.406324], [0.603503, -2.516684, -3.504402], [0.873189, -2.608414, -4.532898], [-0.013384, -1.346980, -2.878076], [-0.101056, -0.047269, -3.476601], [0.953440, 0.376228, -4.315160], [0.816580, 1.593049, -5.009174], [1.617884, 1.911806, -5.683954], [-0.333398, 2.370666, -4.838637], [-0.523059, 3.593593, -5.686967], [-1.057801, 4.370144, -5.125220], [-1.110556, 3.353783, -6.588269], [0.455664, 3.972439, -6.006875], [-1.327571, 1.995666, -3.924286], [-2.198711, 2.642321, -3.767160], [-1.234607, 0.766335, -3.244446], [-2.310951, 0.260251, -2.340149], [-2.722098, -0.707720, -2.695308], [-3.127873, 0.998797, -2.321163], [-1.966425, 0.122775, -1.285612], [2.219631, -0.402620, -4.347967], [2.088388, -1.464585, -4.579847], [2.743748, -0.345732, -3.380102], [2.864283, 0.002261, -5.134131], [-2.494722, -0.790062, 3.373424], [-2.721837, -0.262905, 2.019582], [-4.122436, -0.111850, 1.568913], [-1.790433, 0.101808, 1.260948], [-2.962857, -1.783571, 3.434174], [-3.015702, -0.144355, 4.102190], [-1.426011, -0.860975, 3.618280], [-4.665469, 0.519940, 2.281777], [-4.202993, 0.311544, 0.561431], [-4.608627, -1.094110, 1.598165]],
  "atomic_forces_ev_per_a": [[0.131, -0.537, 2.178], [-1.713, 1.443, -0.183], [2.951, 0.861, 3.122], [1.230, 0.828, 1.886], [-1.361, 1.215, 0.809], [-0.365, 1.033, -0.836], [1.625, 1.231, 0.548], [0.112, 0.076, 0.079], [0.142, 0.632, 0.248], [0.109, -0.098, 0.012], [0.352, 0.549, -1.623], [-0.064, 0.106, 0.535], [-0.118, -0.125, 0.124], [-0.020, 0.157, -0.200], [0.212, -0.076, -0.091], [1.702, -0.751, -0.532], [-0.442, 0.175, 0.172], [0.141, 0.044, -0.188], [0.076, -0.151, 0.223], [-0.103, -0.139, -0.099], [0.364, 0.073, -0.081], [0.044, -0.251, -0.185], [0.000, -0.091, 0.149], [-0.135, 0.162, -0.104], [0.072, 0.106, 0.003], [0.237, -0.084, -0.008], [-0.105, 0.113, 0.016], [-0.173, -0.171, -0.105], [-0.851, -0.635, -1.096], [0.164, -0.255, -0.833], [0.824, 0.511, -0.173], [0.632, 0.511, -0.496], [1.099, 0.905, -0.518], [0.720, 0.319, 0.442], [0.207, 0.886, 1.109], [-0.478, -0.544, 0.896], [0.039, -2.364, 1.119], [-2.130, -5.292, -3.265], [-1.083, 1.892, 1.610], [-3.990, -2.061, -2.630], [-1.399, 1.940, -1.839], [-0.451, -0.548, -0.592], [-0.775, -0.342, 1.526], [-0.080, 0.118, -0.216], [2.059, -1.356, -0.538], [0.370, -0.170, -0.035], [-0.866, 0.587, 0.362], [-0.431, -0.688, 0.516], [-0.280, -0.016, 0.215], [-0.020, -0.097, 0.087], [0.005, 0.208, -0.061], [0.152, -0.046, -0.218], [0.148, 0.127, 0.214], [-0.270, 0.109, 0.004], [0.529, -0.760, -0.019], [0.297, -0.275, -0.051], [0.617, -0.225, -0.451], [-0.672, 0.214, 0.610], [0.363, 0.448, 0.258], [0.124, -0.233, 0.047], [-0.451, 0.086, -0.885], [0.967, -0.120, -0.658], [0.298, 0.817, 0.148], [-0.172, -0.022, -0.250], [0.167, 0.168, 0.177], [-0.135, -0.181, 0.145], [-1.961, -0.644, 1.155], [-0.066, -0.211, 0.179], [2.847, 1.131, -2.633], [0.135, -0.120, 0.421], [0.088, -0.063, 0.356], [-0.380, -0.030, -0.076], [-0.443, 0.232, 0.048], [0.100, -0.078, 0.186], [-0.469, -0.160, -0.164]]
}

[3]
{
  "formula": "C2H5NO",
  "method": "ωB97M-V/def2-TZVPD",
  "relative_energy_kj_mol": 273.74,
  "orbital_gap_ha": 0.4039,
  "elements": ["C", "C", "N", "O", "H", "H", "H", "H", "H"],
  "positions_angstrom": [[0.653382, 0.809573, -0.235722], [-0.263748, -0.324431, 0.186565], [0.207605, -1.264640, 0.906490], [-1.592071, -0.118915, -0.234860], [0.055734, 1.716221, -0.349495], [1.577910, 0.968904, 0.314583], [0.990445, 0.556679, -1.250472], [-0.575551, -1.586804, 1.499414], [-1.053707, -0.756588, -0.836505]],
  "atomic_forces_ev_per_a": [[-0.153, -0.339, -1.730], [2.969, 2.327, 3.516], [-1.425, 0.985, 0.681], [2.285, -1.847, -0.542], [0.175, -0.048, 0.214], [-0.424, -0.293, 0.483], [-0.008, 0.261, -0.083], [0.213, -0.977, -0.795], [-3.632, -0.069, -1.743]]
}

[4]
{
  "formula": "C7H18BeGaO3",
  "method": "ωB97M-V/def2-TZVPD",
  "charge": 1,
  "orbital_gap_ha": 0.1194,
  "elements": ["C", "C", "O", "C", "C", "O", "C", "C", "O", "C", "Ga", "H", "H", "H", "H", "H", "H", "H", "H", "H", "H", "H", "H", "H", "H", "H", "H", "H", "H", "Be"],
  "positions_angstrom": [[-2.439005, 2.523384, -1.265284], [-1.923656, 1.033370, -1.458907], [-2.941475, 0.063943, -1.162327], [-2.346782, -1.227529, -1.298044], [-2.095130, -1.977225, 0.075579], [-1.682082, -1.128579, 1.154306], [-0.368393, -1.407426, 1.622323], [0.563178, -0.213301, 1.166204], [1.799705, -0.130547, 1.908851], [2.482706, 1.006374, 1.420527], [4.067242, 0.507424, 0.123037], [-1.575954, 3.173939, -1.579057], [-3.377780, 2.734861, -1.828650], [-2.559654, 2.682721, -0.157458], [-1.416784, 0.876597, -2.450306], [-1.118190, 0.900673, -0.673365], [-1.404565, -1.251380, -1.906033], [-3.093719, -1.863592, -1.861266], [-1.416824, -2.843769, -0.136053], [-3.083509, -2.427109, 0.388041], [0.024523, -2.423213, 1.368917], [-0.418382, -1.366165, 2.751870], [-0.054816, 0.722874, 1.294219], [0.768113, -0.343924, 0.057001], [1.830410, 1.679873, 0.791335], [2.872082, 1.645794, 2.263043], [5.451619, 0.859537, 0.844531], [3.901643, -1.055090, -0.317515], [4.009527, 1.386672, -1.226403], [5.545952, -2.139187, 0.090886]],
  "atomic_forces_ev_per_a": [[0.897, -1.127, 0.351], [0.337, 1.350, 1.191], [1.617, -0.140, -0.815], [-0.644, -1.335, 0.150], [-1.743, -0.179, -0.740], [1.231, -1.068, -0.747], [0.525, 0.948, 1.641], [-1.572, -1.078, -0.831], [-0.005, 2.233, -1.262], [-1.420, -0.521, 2.167], [0.939, 1.684, -1.128], [-1.054, -0.399, 0.067], [0.856, -0.086, 0.461], [-0.269, -0.062, -1.164], [-0.852, 0.032, 0.604], [-0.559, 0.128, -0.850], [-0.701, 0.494, 0.440], [0.825, 0.513, 0.559], [-0.264, 0.790, 0.391], [1.001, 0.523, -0.214], [-0.359, 0.860, -0.169], [0.125, -0.057, -1.085], [0.784, -0.897, 0.013], [0.058, 0.232, 1.076], [0.818, -0.926, -0.041], [0.289, -1.071, -0.754], [-0.010, -0.431, 0.341], [0.300, -1.467, 0.253], [0.126, -0.603, 0.241], [-1.278, 1.657, -0.146]]
}